# 1
C17H42BClN3O11P | ωB97M-V/def2-TZVPD

Results
Max |F|   8.456 eV/Å
SMILES string   CCOB(O)O[P@@](=O)(OCl)OCCC(N)=O.COCCNCCOC.COCCNCCOC
Kohn-Sham gap   7.20 eV
LUMO   -1.2 eV
M   541.77 g/mol
ΔE to the lowest compared entry with this formula, charge and spin   343.03 kJ/mol
2S+1   1

```
76
Properties=species:S:1:pos:R:3:forces:R:3
C 5.2920 -7.3192 -0.1923 0.0927 0.2827 0.4480
O -0.1127 3.9174 -0.1022 2.2837 -2.1400 2.6447
C 2.4005 -8.2156 -2.1371 0.1180 -0.6748 0.4480
C -4.3076 6.7794 1.9428 -0.5489 0.1228 -0.4209
H 1.2872 -6.2247 -0.6414 0.1576 -0.0199 0.0025
C -0.9661 2.7521 -0.3750 -2.1621 -0.9837 -1.0529
H 2.1191 -1.2061 0.6153 -1.8185 1.0188 1.1635
C -3.7808 7.2172 -2.1812 0.2214 0.2080 -0.3926
C -2.3927 5.6111 1.1260 -0.3640 -0.1183 -0.1937
O 2.2139 3.1651 0.8894 -2.0319 -3.9327 0.3565
O 2.0298 0.9916 -0.8677 0.0715 2.1736 6.2832
O 4.5358 -6.2588 0.3789 -0.1245 -0.0240 -0.5401
H -2.1314 4.7190 0.5592 -0.1925 0.3426 0.0738
H 1.6388 -2.4135 2.8630 -2.1121 0.9160 -1.4760
O 0.9093 -4.4157 1.2728 -4.6786 7.0189 0.5914
N 2.1989 -8.1095 -0.6878 0.1662 0.0639 -0.3394
H -3.5904 7.0208 2.7385 0.0576 -0.0027 -0.2709
H 2.9551 -8.5923 -0.2113 -0.1723 0.0865 -0.1484
C -1.7637 2.1582 0.9393 -0.2263 -0.0854 0.4727
C 3.4062 -5.8524 -0.3956 -0.3172 0.1733 0.4486
C 4.0714 -10.9559 -1.0461 0.1267 0.2306 -0.2558
O -3.8701 8.5986 -2.5073 -0.4527 -0.0248 0.3657
O 4.0675 -10.0069 -2.1053 -0.4904 -0.3198 0.2170
H -5.6383 8.8563 -1.4284 0.0782 -0.1884 0.0741
H 6.3225 -7.2313 0.1649 -0.1269 0.0939 -0.0132
H 1.0621 3.7521 3.0677 -1.0136 0.6102 -1.2472
H -4.7047 6.8315 -1.7441 0.0476 0.0450 0.1160
C 2.1530 -6.7286 -0.1954 0.2346 -0.2071 0.2124
C 0.7182 -2.0031 2.2357 -0.4045 -0.5389 -0.5686
O -3.8004 5.7915 1.0359 0.2267 0.3325 0.4833
B 0.8364 3.6815 1.0018 -2.0652 1.2696 1.5806
H -2.0052 2.9901 1.7581 0.5679 -1.7803 -2.0415
H 1.9913 -10.3712 -2.2093 0.1868 0.1228 0.1605
H 3.4367 -11.8146 -1.2832 -0.0330 0.0262 0.0684
C 1.1486 -0.8278 1.1600 -1.1055 -2.2728 -0.9299
H -1.8194 3.1386 -1.1155 2.0001 -0.5985 1.6355
H 1.4847 -7.9050 -2.6519 0.0324 -0.0103 0.0479
H -1.8604 6.4602 0.6910 0.1951 0.0448 0.0996
H -4.9474 10.2752 -2.1754 0.0917 -0.1024 0.0218
H -2.9791 8.1228 0.1893 -0.1488 0.1217 0.1398
O 0.3901 4.0575 2.3902 2.2753 -1.5592 -2.8952
H -3.5804 6.6636 -3.1034 -0.0582 0.1525 0.0401
H 4.9102 -8.2765 0.1607 0.0446 -0.2231 -0.2186
Cl 4.6530 0.3539 -0.4242 0.2360 0.1370 0.6047
H 3.7443 -10.4986 -0.1094 -0.1200 -0.1367 0.1086
C -4.7580 8.0388 1.1828 0.6873 -0.3085 0.1466
H 3.2176 -7.5711 -2.4720 0.0437 0.0160 -0.2555
H -5.4325 7.7159 0.3853 -0.2155 -0.1154 0.0690
C -3.9761 9.8122 -0.3292 0.2549 -0.2447 -0.1197
H 3.6768 -5.7336 -1.4496 0.1081 -0.2132 -0.0607
H 5.0932 -11.3080 -0.9144 0.0335 0.0604 -0.0687
H -1.3547 -4.1547 0.0844 0.7941 1.2211 0.8733
N -1.1395 -3.2117 0.5092 3.0102 -0.0840 0.5333
H 0.2749 -0.7983 0.3513 1.9963 0.2909 1.7062
H 1.9553 -6.7925 0.8817 0.0366 0.1800 -0.2095
H -2.9352 7.0492 -1.5153 -0.0624 -0.2467 0.1829
H -2.7840 1.6865 0.5839 2.0795 0.9915 0.6252
H -5.1882 6.3351 2.4218 0.0666 0.0744 -0.0318
C -4.6884 9.3649 -1.6217 0.3248 0.4172 -0.1048
O 3.9462 0.9645 1.0012 -2.8577 1.0072 -0.3204
H -5.3174 8.6902 1.8633 0.0469 -0.0103 -0.0430
P 2.2691 1.4412 0.6614 0.4808 -1.5952 -5.3017
H 2.7731 -9.7013 -3.6458 -0.0190 0.0100 0.1024
H 5.3036 -7.2820 -1.2841 -0.1137 -0.0710 0.0051
H -0.9313 -2.5783 -0.2967 -0.4951 -0.4419 0.9567
C 0.1705 -3.2760 1.3161 2.9221 -5.3963 -0.9606
H -0.1770 -1.7097 2.9352 1.8210 -0.2980 -1.3968
H -2.0789 5.4666 2.1639 0.0758 0.0551 -0.0263
H -4.5892 10.5682 0.1758 -0.0576 -0.1133 -0.0495
H -3.0411 10.3098 -0.6148 -0.1854 -0.0128 -0.0613
C 2.7508 -9.6554 -2.5505 0.1643 0.6444 -0.2471
H -0.4177 1.8882 -0.9881 -0.8034 1.9573 1.5909
N -3.6105 8.7766 0.6431 -0.3043 -0.1060 -0.0673
H 3.1531 -4.8466 -0.0399 0.0153 -0.1823 0.0461
O 1.2892 0.5167 1.7700 2.2987 1.2921 -2.2674
H -1.1789 1.3162 1.5018 -0.8912 1.5718 -1.1493
```
Positions in Å, forces in eV/Å.

=====

# 2
C17H42N2O16S3 | ωB97M-V/def2-TZVPD

Results
Max |F|   17.642 eV/Å
Kohn-Sham gap   7.98 eV
LUMO   -0.4 eV
M   626.72 g/mol
ΔE to the lowest compared entry with this formula, charge and spin   210.77 kJ/mol
2S+1   1

```
80
Properties=species:S:1:pos:R:3:forces:R:3
C 2.5430 0.1826 -3.3604 -3.2743 -1.9215 -0.6388
H 2.9668 -1.7687 -5.0797 0.0051 0.3677 1.1636
H -1.5525 2.6537 -1.2893 0.4539 0.0932 -1.6604
H -1.5390 -3.0966 4.1501 -0.7695 1.1902 -1.4363
C -3.9983 5.8851 -2.8329 -0.1692 1.6053 2.2865
H 2.1414 -1.8108 -1.0383 0.4257 1.4195 2.1725
O -0.8602 -1.5993 0.1962 0.5911 1.3725 -0.7170
C -1.8463 -2.3634 3.2807 1.3122 0.1504 4.1360
O -0.6040 0.5901 0.0211 1.2453 1.8093 1.6293
H -3.7373 6.6008 -3.6148 0.8969 -0.7591 -0.1541
H -1.3003 -2.7366 2.4422 0.1183 0.6378 -0.8510
C -4.8765 0.6281 -2.8650 2.4788 0.5043 -2.0776
H 6.2055 -1.4660 5.4847 -0.2208 0.0074 -0.6118
H -4.2913 0.4391 6.5685 -1.0617 -0.5512 0.4072
H 5.9128 -2.9121 3.3620 1.1039 -3.1025 0.7814
H -4.8715 1.3387 -3.7994 -0.3126 -1.6707 1.7211
H 0.6153 4.6618 -1.1606 0.3401 2.0490 -0.9687
O -1.6905 4.5024 -2.2777 -1.6311 2.0320 -0.2388
H -0.7543 -0.8851 4.1404 16.6342 0.5775 5.8498
H 6.0847 0.1193 4.6509 -0.0101 -2.8893 -1.2546
H -0.1215 3.8975 -0.0877 -4.9677 1.3064 14.4693
S -3.2932 4.2975 -2.6440 3.4333 -3.0056 -0.0726
H 2.3339 0.5600 -2.4646 -1.0029 2.5416 3.6481
C -6.4812 -0.2954 -1.8098 -7.4482 -5.6025 3.3871
S -2.2019 0.8194 5.6614 -0.3820 -2.4997 -3.1270
C 4.4116 -0.7586 -2.0649 -0.2899 4.6211 -1.7295
O -1.5195 -0.4731 -1.4913 -2.7413 -0.2580 -5.5383
H 4.9266 0.1376 -2.6401 -0.5056 -2.2076 0.8021
H -3.9531 -1.5748 -2.4705 -0.3395 1.7575 -1.7401
H -4.1380 0.9545 -2.2013 1.9358 0.6756 0.2733
H -0.3532 -2.7814 -1.2295 0.3622 -0.7982 -0.7480
O 3.9165 -1.6510 1.0425 0.8444 0.8377 -3.5624
H 7.3443 -0.9886 4.4153 5.7121 -0.0532 -0.9347
H 0.4554 -1.2020 -2.8791 -1.4403 -1.2472 1.0568
H -1.6740 -0.1671 3.2911 -0.9321 3.3016 -3.8553
O 3.8722 -3.8952 2.2085 0.1955 0.4804 -0.7633
H -3.6365 6.3335 -1.7946 -1.5345 -0.5063 -2.0212
H 3.0795 0.8419 -3.8876 2.9630 1.8634 -1.9055
O -5.9037 -1.3337 -2.4199 -0.7588 -1.0324 -0.3460
H -0.4312 2.9322 -2.8704 -0.9866 0.1622 1.2184
H -4.7523 -1.1332 -4.2188 0.0726 -0.4247 1.6441
N 3.1656 -1.0698 -2.9010 0.8350 -1.3968 -1.5678
H 0.8932 -2.5605 -3.6983 0.6926 -0.9605 -1.3277
H 0.9948 3.1454 -1.0398 0.2631 -1.1939 0.6366
H -3.3886 1.9203 7.0753 -0.0346 0.3660 1.9111
H 4.4757 -1.3080 -4.4076 2.6406 1.4113 -1.0184
O -3.2025 3.5388 -3.8465 -1.0049 0.1910 -1.3521
O 0.1095 -3.2818 -1.9950 0.2189 3.0170 0.8180
H -4.1469 2.0311 5.6855 -2.2087 2.0285 -3.0286
H 1.9777 -1.2232 2.1722 -1.4219 2.3326 0.3349
H 5.0577 -1.5516 -1.8423 0.5192 -1.4474 -0.1673
O -1.7691 1.7125 4.6105 -0.4219 -0.2310 1.0049
H -2.8959 -2.3817 3.2242 -1.3246 -0.5818 -0.6867
C -3.8015 1.3336 6.3052 3.7073 -2.0582 0.8655
H 6.3137 -1.5304 2.4883 -1.0170 -0.0146 -0.7627
C -4.7178 -0.9595 -3.0922 0.0537 1.0200 0.2594
C 0.1382 3.7705 -0.8990 4.4559 -2.1782 -15.0735
C -0.9230 3.3400 -1.9315 0.1879 -0.5789 1.5196
O -3.8386 3.6149 -1.5173 -1.0009 0.8178 0.4115
C 6.3774 -1.0509 4.4671 -6.2387 1.2618 2.6690
O -5.9982 0.8006 -2.0522 1.4412 4.5007 -1.4805
H 3.8992 -2.8762 -4.2114 0.3163 -1.9840 1.4084
C 5.7415 -1.9142 3.3421 1.3441 3.9612 0.2866
N -0.9976 -0.4394 -0.4550 1.3504 -3.1435 4.2162
H 4.1637 -0.2349 -1.1401 -0.6573 -0.5810 0.0650
O 4.3441 -1.7706 3.3205 -1.9407 0.4800 0.3702
O -7.5231 -0.4621 -1.1266 2.9846 0.3167 -1.5668
H -5.1105 5.7498 -3.0020 1.2407 -0.1531 0.9941
C 0.8132 -2.2562 -2.6948 0.8206 2.2211 0.6102
H 1.8537 -2.5413 3.5415 -1.1897 0.7424 -2.6586
C 2.2599 -1.8864 -2.0594 -1.2290 -4.9847 -4.0842
O -1.3332 0.4231 6.6982 0.8448 0.6702 1.6894
C 3.6552 -1.8689 -4.2055 -3.0915 2.0772 0.0744
H 2.7543 -2.8328 -2.3075 -0.0246 -0.3602 1.4366
H 1.5231 0.2370 -3.8715 1.3546 -1.4676 0.4689
C 1.8618 -2.2333 2.3876 2.3471 -1.1662 3.5629
O -2.4902 -0.7236 4.9515 -0.8129 2.2232 1.4408
H 1.3358 -2.7225 1.5976 -0.6760 -0.6526 0.0115
C -1.5631 -0.9287 3.9004 -14.6679 -5.2176 -4.3484
S 3.5622 -2.4921 2.1055 0.9986 -2.1209 2.3644
```
Positions in Å, forces in eV/Å.

=====

# 3
C17H43BN3O7S2 | ωB97M-V/def2-TZVPD

Results
Max |F|   4.644 eV/Å
Kohn-Sham gap   7.98 eV
LUMO   2.3 eV
Net charge   -1
M   476.49 g/mol
2S+1   1

```
73
Properties=species:S:1:pos:R:3:forces:R:3
H -1.7897 6.6023 0.4909 -0.0182 0.0175 -0.0149
H 5.2254 -6.2627 -0.2663 0.0768 0.0743 0.1165
H -2.2584 -2.8904 -0.1217 -0.2688 0.0648 0.3425
H -4.9777 6.0253 -3.6680 -0.0389 0.1366 0.0912
H -6.2056 8.8732 -0.2602 0.0198 -0.0373 0.0013
H 1.2694 1.3644 0.1972 -0.4201 -0.2034 0.0750
H 3.8316 -8.3196 0.1929 -0.0060 0.0308 0.0127
H 3.3553 0.0987 -1.6780 -0.2468 -0.4536 0.1303
C 3.3421 -3.5366 2.8467 0.0576 0.0526 0.0656
H 5.0546 -8.0378 1.4167 -0.0342 0.0119 0.0772
H 5.4859 -0.5681 -1.6978 -0.0393 -0.3176 0.3671
H 2.4466 -4.8494 1.4422 0.1191 -0.1447 -0.1062
C 4.9447 -1.1828 -0.9577 -0.5457 0.2769 -0.1432
H -3.4686 4.1083 -1.8366 -0.0916 -0.0761 0.0909
C 3.3089 -4.8710 2.1154 -0.0307 0.1794 0.0918
H -2.6457 8.1510 -1.0673 -0.1165 0.0031 -0.0200
C -2.7842 7.1036 -1.3581 0.0674 0.2352 0.2752
C -4.1473 5.8395 -2.9762 -0.2233 -0.1404 -0.1138
O -4.6522 0.8000 -1.3358 1.5456 -1.4101 0.5802
H 3.5365 -2.7127 2.1567 0.0283 -0.0461 -0.0159
H -5.4511 6.5318 -0.5994 -0.0854 -0.0027 0.0689
H 1.2191 -1.1274 1.3073 0.3909 0.1597 -0.2847
O -1.7822 2.4218 -0.0193 0.7812 -2.9239 -0.1237
H -5.1738 4.5055 -1.5739 0.0266 0.0037 0.0038
C 4.3556 -6.2368 0.3971 -0.1419 0.0697 -0.1238
H 0.3307 0.4973 -1.0488 -0.3119 0.1030 0.5277
H 3.5079 -6.0117 -0.2587 -0.0379 0.0805 0.1041
H 2.9112 -1.6433 -1.5728 -0.1720 0.3595 0.3924
H -5.6416 -2.6329 -1.4391 -0.4142 0.1654 -0.4552
C 0.6182 0.4902 0.0150 1.7960 -0.4699 -0.1945
H 6.8085 -5.6560 3.8341 -0.0241 0.0144 -0.0135
H 5.0835 -5.9910 3.9071 -0.0137 0.0174 -0.0415
H -3.2592 5.7809 -3.6128 0.0800 0.1077 0.1247
O -0.4806 0.4830 0.9245 -1.1902 -0.2478 -1.6315
C 5.7646 -5.0622 2.0406 0.0638 0.2734 0.1440
H 6.1557 -7.0157 2.9410 -0.0993 -0.0203 0.0439
C -5.2402 7.2938 -1.3620 0.0401 0.0774 0.0837
N 4.5015 -5.1234 1.3234 0.0960 -0.1254 -0.2964
H -4.6555 3.7446 -3.0700 0.0104 -0.0050 0.0458
H 2.3780 -3.3509 3.3240 0.0183 -0.0398 -0.0179
H 4.1002 -3.5186 3.6328 -0.0083 0.0170 -0.0231
H 6.5826 -5.2307 1.3338 -0.1507 -0.0860 -0.1147
C -5.2279 8.6657 -0.7013 0.0190 0.0268 0.1001
H -5.0150 9.4515 -1.4292 0.0583 -0.0528 -0.0122
H -3.6767 -3.4136 0.9338 0.5257 0.1571 -0.2516
H -2.8074 -1.8822 1.2750 -0.0157 -0.2390 -0.5314
H -3.5168 6.2705 0.5344 -0.0131 0.0048 -0.0357
S -3.6711 -0.2983 -1.5032 -0.7704 1.7683 -3.0577
N -2.0656 0.1360 -1.2574 -0.6924 0.1516 2.1844
C 5.9505 -5.9896 3.2446 0.1798 -0.0974 0.0687
C 1.4920 -0.7895 0.2917 -1.3990 0.6339 0.3569
H 5.9113 -4.0329 2.3811 -0.1204 -0.0121 0.0024
H -2.4200 5.1979 -0.3464 -0.1115 -0.0232 0.0894
C -3.1342 -2.5693 0.4680 -0.9489 0.3203 -0.1114
H -4.4901 8.7266 0.1012 -0.0064 0.0175 -0.0341
H 3.1164 -5.6730 2.8425 -0.0675 -0.0285 0.0601
B -4.1751 -1.8145 -0.4753 -0.5521 -0.1836 0.8226
H 5.1120 -2.2435 -1.2075 -0.0238 0.3950 0.2934
C -2.6320 6.2383 -0.1038 0.1891 -0.1263 -0.0099
S -1.8932 0.9451 0.1894 -3.2053 3.2747 0.7522
C -4.3734 4.4809 -2.3143 0.1516 -0.1118 -0.0988
H -6.0839 7.2776 -2.0592 0.1108 -0.1624 -0.0924
O -3.7298 -0.8031 -2.9214 0.6607 -0.1305 2.3238
C 4.1396 -7.6326 0.9856 0.0537 -0.1957 -0.0908
O -2.9641 0.6704 1.1926 2.3186 -0.7120 -1.5863
H 3.3586 -7.6455 1.7469 0.0248 0.0363 0.0027
H 5.3444 -0.9630 0.0478 -0.2371 -0.1175 -0.4442
N -4.0289 7.0042 -2.1061 0.1223 0.0947 -0.3753
O -5.5352 -2.1819 -0.6001 1.8825 0.0380 0.2924
C 3.4200 -0.8147 -1.0506 1.4661 0.4279 -0.5226
O 2.8822 -0.5234 0.2257 -0.3824 -0.9928 -0.3435
H -1.9481 6.8991 -2.0329 -0.1621 -0.1066 -0.1219
H 1.1569 -1.5767 -0.4105 0.4571 0.1634 0.2485
```
Positions in Å, forces in eV/Å.

=====

HOMO energy? In order: -8.43, -8.36, -5.67 eV.